[1]
This record from the Open Molecules 2025 dataset describes a molecular structure, C24H24CrIN4O7 in a non-equilibrium geometry. The level of theory is the ωB97M-V functional and the def2-TZVPD basis.

## Properties
Orbital gap (alpha / beta) = 7.4 / 7.3 eV
Spin multiplicity = 4
LUMO level (alpha / beta) = -0.578 / -0.759 eV
Net charge = 0
Expectation value of S² = 3.773
Strongest force on any atom = 0.0616 hartree/bohr
E_HOMO (alpha / beta) = -7.982 / -8.016 eV

The geometry in XYZ format:
```
61
Properties=species:S:1:pos:R:3:forces:R:3
Cr 0.727621 0.064240 -0.648995 1.8 0.6 1.5
C -3.434304 0.065122 -2.464224 -0.3 0.1 1.2
C -1.961959 0.162051 -2.158502 -0.9 -1.1 1.0
N -1.418465 -0.445293 -1.132573 0.6 1.7 -2.1
N -2.089719 -1.115948 -0.223744 -0.3 -1.7 0.9
C -1.200185 -1.837770 0.522797 0.0 0.8 -0.7
O 0.073779 -1.692868 0.398570 -1.9 -0.8 0.1
C -1.803595 -2.689604 1.610214 1.0 0.7 0.5
C -3.186851 -2.745217 1.808000 0.5 -0.7 -0.6
C -3.664215 -3.192937 3.019198 0.1 -1.2 0.7
C -2.794037 -3.740791 3.998646 -0.9 0.5 0.4
C -1.407258 -3.668526 3.810429 -0.8 -0.4 0.0
C -0.936761 -3.162685 2.616171 -0.3 0.4 -0.9
C -1.038651 0.860377 -3.050800 0.1 0.9 -0.2
C -1.433777 1.608750 -4.211258 0.2 -1.8 1.1
C -0.432730 1.983323 -5.085064 0.4 1.3 0.4
C 0.906040 1.739592 -4.725183 -0.6 -0.1 -0.6
C 1.197622 1.079428 -3.560251 -1.8 0.2 0.2
N 0.236472 0.748500 -2.672056 0.1 -0.5 -1.1
H -3.805029 -0.915574 -2.061519 0.3 0.8 -0.7
H -3.695630 0.268539 -3.518269 0.1 -0.4 0.6
H -3.937586 0.828244 -1.825199 0.1 -0.4 -0.5
H -3.841966 -2.679733 0.942354 0.0 0.9 0.3
H -4.743283 -3.238377 3.161993 0.2 -0.1 0.1
H -3.276562 -4.211689 4.899155 0.8 0.7 -0.9
H -0.689890 -4.015298 4.544448 -0.2 -0.1 0.0
H 0.119290 -3.161734 2.402215 0.2 0.3 0.1
H -2.511498 1.673609 -4.341483 0.4 0.4 -0.5
H -0.606231 2.615557 -5.970358 -0.2 -0.6 0.4
H 1.698225 2.067371 -5.379521 0.1 -0.2 -0.1
H 2.143478 0.720280 -3.324358 1.7 0.0 0.5
O 3.102003 0.265050 2.975893 -1.1 -1.0 -1.6
C 2.251036 0.395594 2.077804 1.8 0.2 -0.1
O 2.044320 -0.309042 1.001076 0.1 0.0 0.3
C 1.406061 1.603979 2.160161 -1.1 1.7 -0.6
C -0.092794 1.305896 2.059721 1.0 0.4 -0.1
C -0.853320 2.502111 2.580336 -1.3 0.0 -1.0
C -0.690460 3.582463 1.434814 -1.4 -0.6 0.1
C 0.126082 2.791831 0.422717 0.2 -0.6 1.0
O -0.351355 1.360229 0.582337 0.2 1.0 0.9
C 1.534552 2.685204 1.026518 0.6 0.6 -2.3
C 2.507697 2.341109 -0.138983 2.2 -1.0 2.1
O 3.705815 2.683320 -0.017445 -2.7 -0.5 -1.1
O 1.998221 1.533667 -1.036859 0.4 0.6 0.2
H 1.653634 2.112399 3.070357 -0.1 0.0 0.7
H -0.361301 0.370694 2.542931 -0.3 -0.2 -0.6
H -0.511179 2.846250 3.538634 0.4 0.1 0.3
H -1.878854 2.146469 2.718527 -0.1 0.6 -0.1
H -0.220919 4.493068 1.826786 0.2 -0.4 -0.4
H -1.636782 3.898037 0.954322 0.2 -0.3 0.6
H 0.012478 3.061366 -0.634023 0.2 -0.1 0.4
H 1.823194 3.695109 1.347272 0.1 -0.5 0.4
N 2.590728 -3.000803 -0.399501 -0.3 -0.9 1.0
C 2.838041 -1.820666 -0.917861 1.0 0.0 -1.3
O 1.975763 -1.117930 -1.537819 1.0 -1.2 0.4
C 4.315516 -1.470822 -1.029562 0.0 -0.1 -0.1
I 5.371158 -3.043956 -2.185393 -0.4 0.9 0.3
H 1.621634 -3.281269 -0.385141 -0.2 0.1 0.3
H 3.265216 -3.584149 0.149590 -0.8 1.2 -1.0
H 4.829140 -1.528529 -0.073692 -0.2 0.2 0.1
H 4.432333 -0.487617 -1.494345 0.1 -0.4 0.0
```
Positions in Å, forces in eV/Å.

Atom charges from the natural (NBO) analysis, given in e for atoms 1 to 4: number 1, Cr, carries 1.45; number 2, C, carries -0.68; number 3, C, carries 0.17; number 4, N, carries -0.24

---

[2]
This record from the Open Molecules 2025 dataset describes a single C24H24F6N4O2 molecule in a non-equilibrium geometry. The level of theory is the ωB97M-V functional and the def2-TZVPD basis.

## Properties
Orbital gap = 8.2 eV
SMILES string = Cc1cn(C(c2ccc(N(C)CC(F)(F)F)cc2)c2ccc(N(C)CC(F)(F)F)cc2)c(=O)[nH]c1=O
LUMO level = 0.453 eV
Net charge = 0
Strongest force on any atom = 0.0484 hartree/bohr
E_HOMO = -7.764 eV

The geometry in XYZ format:
```
60
Properties=species:S:1:pos:R:3:forces:R:3
C -2.504820 -0.871331 2.644271 -1.2 -0.5 -0.1
C -1.024073 -0.741004 2.705922 0.4 -0.2 0.4
C -0.129643 -1.748194 2.953253 -1.2 0.0 0.3
N 1.215187 -1.571414 3.349688 0.6 0.1 -2.2
C 1.688245 -0.369214 2.785868 1.6 1.5 -1.1
O 2.852588 -0.102910 2.467057 -1.4 -0.8 0.0
N 0.808048 0.663512 2.477622 -0.3 -0.1 0.6
C -0.563849 0.664186 2.603040 0.2 0.0 0.6
O -1.209293 1.705510 2.609472 0.4 -1.2 -0.3
H -2.949360 0.125330 2.629523 0.2 0.0 0.0
H -2.930454 -1.389307 1.777947 0.4 0.0 -0.1
H -2.940794 -1.388357 3.502720 0.3 0.0 0.1
H -0.475805 -2.786572 2.885787 0.2 0.4 0.4
H 1.245027 1.540731 2.220003 0.1 -0.3 0.1
C 6.839776 -2.739419 8.235668 -0.1 -0.8 0.3
N 6.150895 -1.764089 7.447118 1.1 1.0 0.3
C 6.266526 -0.401553 7.936173 -0.3 -0.1 -0.5
C 5.029319 -0.034898 8.714475 -1.7 -0.4 0.6
F 4.980255 1.263360 9.127017 0.3 -1.1 -0.3
F 3.886710 -0.269169 7.985437 1.1 0.4 0.8
F 4.934397 -0.843178 9.825589 0.0 0.9 -0.7
C 5.390188 -2.079851 6.353260 -1.3 -0.1 -1.0
C 5.037265 -1.097733 5.387117 0.3 -1.1 0.6
C 4.108705 -1.396891 4.409510 0.5 0.7 0.0
C 3.375720 -2.580628 4.337992 0.0 -0.6 0.4
C 2.302947 -2.727334 3.200743 1.0 -0.7 0.0
C 1.745604 -4.195444 3.096761 -0.2 1.1 -0.4
C 1.679091 -4.885540 1.857776 0.1 -0.1 0.5
C 1.027753 -6.119470 1.748318 -0.2 -0.1 0.7
C 0.285914 -6.615581 2.854457 0.4 1.0 0.1
N -0.512704 -7.746449 2.733935 -0.3 -1.2 -1.0
C -1.883210 -7.785977 3.192182 -0.4 0.4 0.6
C -0.055931 -8.930072 2.004091 -0.2 0.9 0.3
C 0.700579 -9.782938 2.985713 0.7 0.0 1.2
F 1.234900 -10.921514 2.465044 -0.5 1.0 0.5
F 1.732014 -9.028823 3.517644 -0.9 -1.2 -0.4
F -0.123747 -10.126333 4.037551 1.0 0.0 -1.0
C 0.377036 -5.939907 4.101698 0.6 -0.5 -0.7
C 1.218605 -4.829106 4.227501 -0.9 -0.2 0.1
C 3.785009 -3.593963 5.254184 0.6 0.4 -0.5
C 4.839705 -3.378044 6.172585 -0.3 0.2 -0.2
H 7.277809 -3.523761 7.611611 0.0 0.1 0.0
H 7.641709 -2.233149 8.777035 0.0 -0.3 0.0
H 6.181332 -3.231841 8.962092 0.1 0.0 0.1
H 7.098868 -0.356751 8.648518 -0.1 0.3 -0.4
H 6.365577 0.333691 7.130068 0.3 -0.1 0.3
H 5.546051 -0.133173 5.363630 -0.3 -0.3 0.0
H 3.979107 -0.636994 3.644570 0.1 -0.5 0.6
H 2.838057 -2.491965 2.227583 -0.8 -0.2 1.1
H 2.193858 -4.502547 0.971503 -0.2 0.1 0.4
H 1.075502 -6.724050 0.827534 -0.1 0.7 0.4
H -2.395706 -6.828126 2.980567 0.2 -0.4 0.0
H -2.420918 -8.592895 2.665153 0.2 0.4 0.3
H -1.961591 -7.967590 4.281113 -0.1 -0.1 -0.4
H -0.931852 -9.498898 1.658774 0.5 0.2 -0.2
H 0.619441 -8.643568 1.187404 -0.3 -0.4 0.1
H -0.105018 -6.391404 4.976833 0.3 0.2 -0.4
H 1.483084 -4.491055 5.234646 -0.7 0.3 -0.5
H 3.346716 -4.598354 5.215784 0.5 0.5 0.0
H 5.244021 -4.227591 6.749030 -0.6 0.6 -0.2
```
Positions in Å, forces in eV/Å.

Atom charges from the natural (NBO) analysis, given in e for atoms 1 to 4: number 1, C, carries -0.65; number 2, C, carries -0.18; number 3, C, carries 0.06; number 4, N, carries -0.43

---

[3]
This record from the Open Molecules 2025 dataset describes a molecular structure, C24H24F9NO2P2Pt in a non-equilibrium geometry. The level of theory is the ωB97M-V functional and the def2-TZVPD basis.

## Properties
Orbital gap (alpha / beta) = 8.1 / 4.4 eV
Spin multiplicity = 5
LUMO level (alpha / beta) = -5.781 / -10.430 eV
Net charge = +2
Expectation value of S² = 6.042
Strongest force on any atom = 0.1515 hartree/bohr
E_HOMO (alpha / beta) = -13.882 / -14.861 eV

The geometry in XYZ format:
```
63
Properties=species:S:1:pos:R:3:forces:R:3
C -3.040874 1.300364 -3.299235 0.2 0.1 0.3
C -1.851807 1.308973 -2.569139 0.0 -0.7 0.7
C -1.862839 1.734519 -1.196759 -0.8 -0.6 -0.1
C -3.088127 2.228129 -0.686587 -0.3 -0.3 0.6
C -4.229406 2.252171 -1.472942 -0.6 -0.1 0.9
C -4.244602 1.763277 -2.754769 0.4 -0.3 -0.2
C -3.195630 2.441869 0.816838 0.4 1.2 -0.3
C -1.842605 3.075128 1.222206 -0.7 0.0 0.4
C -0.658295 2.642376 0.588994 0.2 -0.3 1.2
C 0.614375 3.150822 1.047594 -0.5 -1.4 0.3
C 0.641387 3.959158 2.183945 -0.4 0.0 -0.5
C -0.539639 4.405467 2.787596 -0.2 -0.6 -0.3
C -1.764286 4.003774 2.261513 0.1 -0.6 0.4
H -3.065552 0.862890 -4.285213 0.2 0.1 -0.2
H -5.167046 2.498451 -0.965013 0.3 0.1 -0.3
H -5.187939 1.635300 -3.276322 0.2 0.2 -0.1
H -4.064804 3.088369 1.138950 1.0 -0.4 -0.7
H 1.587755 4.218339 2.631377 0.2 0.2 -0.1
H -0.506779 4.938398 3.731823 0.0 0.2 -0.3
H -2.681755 4.225449 2.794825 0.1 0.3 -0.1
N -0.817974 1.509879 -0.253159 -1.0 3.9 -1.9
Pt 0.210638 -0.282855 0.082104 -0.1 -1.1 -0.7
C -0.595332 0.635245 -3.108486 -0.6 0.6 0.2
H 0.266543 1.324858 -3.028528 -0.3 -0.5 -0.4
H -0.761218 0.253322 -4.127576 0.2 0.5 0.1
C 1.912345 2.565104 0.481614 -0.6 0.3 0.1
H 1.921722 2.669479 -0.621213 0.4 0.1 0.6
H 2.791803 2.981607 0.998400 -0.2 0.4 -0.6
P -0.263041 -0.813115 -2.102983 -0.1 0.8 -0.1
P 2.025726 0.800575 0.829339 -0.3 0.4 -0.2
C 2.223478 0.522965 2.564916 0.5 0.0 0.5
H 2.270479 -0.559332 2.761886 0.1 0.5 0.0
H 3.177756 1.012347 2.810789 -0.2 -0.2 0.5
H 1.396178 0.957117 3.146094 0.3 0.0 -0.2
C 3.300233 0.073104 -0.138463 0.8 -0.1 0.1
H 4.218413 0.481246 0.296560 0.4 -0.3 -0.5
H 3.231959 -1.022270 -0.044574 0.3 0.5 0.0
H 3.159550 0.361828 -1.190806 0.3 0.1 0.4
C -1.625067 -1.927089 -2.171410 -0.4 -0.5 -0.2
H -1.776990 -2.159741 -3.227893 -0.2 -0.2 0.0
H -1.367075 -2.834134 -1.617730 -0.1 0.1 -0.2
H -2.536282 -1.490493 -1.750660 0.2 0.0 -0.1
C 1.222518 -1.524734 -2.682821 0.4 -0.6 -0.5
H 1.437393 -2.405081 -2.080822 0.1 0.0 -0.3
H 1.018089 -1.789205 -3.716672 0.5 -0.2 -0.4
H 2.034580 -0.801542 -2.595429 0.0 -0.2 -0.2
C -0.558034 -0.606288 1.755339 -4.3 -1.5 6.4
O -1.141487 -0.768213 2.759883 2.6 0.9 -4.1
H -3.456744 1.470912 1.284873 0.7 0.3 0.0
F 3.088406 -2.626305 2.403248 -1.1 -0.7 -0.3
C 1.972011 -3.413377 2.322952 0.9 -0.4 1.7
F 2.299526 -4.633860 2.812791 -0.5 1.5 -0.8
F 1.057786 -2.858094 3.162402 0.5 -0.4 -0.9
C 1.427163 -3.458275 0.842559 0.6 -1.2 0.0
O 1.338610 -2.222859 0.320158 0.2 0.1 0.1
C 2.528974 -4.216021 -0.038440 0.8 -1.7 -0.4
F 2.717787 -5.507953 0.363006 -0.4 1.8 -0.5
F 2.170718 -4.256587 -1.352813 0.1 0.2 1.2
F 3.713026 -3.574245 0.019708 -1.0 -0.3 0.1
C 0.067481 -4.228958 0.798343 -1.2 -1.1 0.5
F 0.109088 -5.416739 1.441471 0.1 1.3 -0.7
F -0.931567 -3.491781 1.369735 1.0 -0.3 -0.4
F -0.330700 -4.463666 -0.477377 0.5 0.3 0.7
```
Positions in Å, forces in eV/Å.

Atom charges from the natural (NBO) analysis, given in e for atoms 1 to 4: number 1, C, carries -0.19; number 2, C, carries -0.03; number 3, C, carries 0.15; number 4, C, carries 0.02